This record from the Open Molecules 2025 dataset describes a gas-phase ion, C6H14ClN2O (charge +1) at a distorted geometry. The level of theory is the ωB97M-V functional and the def2-TZVPD basis.

```
24
C6H14ClN2O | the Open Molecules 2025 dataset | the ωB97M-V functional and the def2-TZVPD basis
H -1.23945 2.90404 1.23772
C -1.08590 -1.62266 0.85434
C -1.25664 0.86542 -0.59308
H -0.12896 1.18214 -2.26625
H -1.41358 0.22956 -2.79906
H -1.16879 -2.01759 1.82413
H 2.74591 -1.62796 0.76942
H 0.06007 2.39189 2.25083
H 0.50980 1.87321 -0.30829
C -0.76544 0.41805 -1.90026
N -0.55531 -2.45657 -0.09764
C -0.13280 1.21258 0.39271
Cl -2.30385 -0.50958 0.23215
H -1.96607 1.66195 -0.87297
N 0.77549 0.18418 0.82864
H -1.31240 1.35036 2.30862
H -0.56181 -2.30539 -1.10043
H 3.19314 0.11068 0.57958
H 0.00497 -3.27091 0.06057
H -0.10134 -0.47043 -1.85476
C 2.81777 -0.76576 0.08641
H 3.14442 -0.93420 -0.91603
O 1.42513 -0.41248 -0.25180
C -0.68435 2.00945 1.53542
```

Multiplicity ... 1
Frontier orbital gap (spin up / spin down) ... 8.1620 / 8.3691 eV
Charge ... +1
Energy above the lowest of the compared OMol25 structures with the same formula, charge and spin ... 129.7 kJ/mol

This record from the Open Molecules 2025 dataset describes 2 unconnected molecules or ions with the total composition C2H6N4S at a distorted geometry. The level of theory is the ωB97M-V functional and the def2-TZVPD basis.

```
13
C2H6N4S | the Open Molecules 2025 dataset | the ωB97M-V functional and the def2-TZVPD basis
H 0.94561 1.09364 -1.60725
N -1.69872 1.38901 0.41215
H 0.94398 -1.46173 0.95204
C -1.49664 -0.00256 -0.04261
H -0.34300 -1.24483 -1.15245
N -0.19820 -0.45814 -0.48181
N 0.85005 0.41750 -0.75401
C 2.00193 -0.21989 -0.08918
N 1.94468 -1.17220 0.79936
H -0.60509 1.70767 1.37632
S -2.84747 -0.96460 -0.11929
H -2.55655 1.01029 1.16743
H 3.05943 -0.09415 -0.46070
```

Multiplicity ... 1
Frontier orbital gap ... 8.7262 eV
Energy above the lowest of the compared OMol25 structures with the same formula, charge and spin ... 468.4 kJ/mol

This record from the Open Molecules 2025 dataset describes 2 unconnected molecules or ions with the total composition C37H61F2N2O4PSi at a distorted geometry. The level of theory is the ωB97M-V functional and the def2-TZVPD basis.

```
108
C37H61F2N2O4PSi | the Open Molecules 2025 dataset | the ωB97M-V functional and the def2-TZVPD basis
F -3.28474 3.79836 -1.15164
H -4.45818 5.01070 3.30957
C -1.30396 -2.01910 -3.07093
H -3.08749 4.86147 1.18818
C -3.35846 -1.82444 -1.27760
C -3.90724 2.46551 6.57117
C -2.35658 -1.18192 -2.27810
N 3.36378 -5.14576 -6.09324
H -3.27518 -0.39177 1.92179
H 4.54567 -3.83326 -7.28646
H 1.93012 1.82121 -0.00993
O -0.22973 3.31035 2.05785
C 5.39934 2.61427 0.90893
C -2.20521 2.86681 -0.94227
Si -4.58231 -0.69777 -0.31513
O 1.87500 -6.15107 -3.66059
H 1.90612 3.73040 -0.04588
C -2.58117 4.57132 2.18772
C -3.36156 5.38616 3.33333
C -6.42806 -1.19904 -0.55698
H -3.36302 6.50115 3.05550
N -3.09034 2.71582 5.37677
C -3.34435 1.67463 4.41361
C -0.00274 2.69404 0.74864
H -0.56979 -4.21213 -3.36967
H -5.49042 0.64327 7.01333
C -2.35523 -4.22962 -1.80106
C 3.56464 -6.49029 -5.37205
C -1.33865 -3.56992 -2.80154
H 3.91240 -7.20195 -6.12365
H 2.24503 -4.28634 -7.67894
C 2.28537 -5.23692 -7.14433
H 1.50899 -7.22656 -5.37558
H 3.14411 -3.08223 -5.61759
H 1.32828 -5.42496 -6.65832
H 4.84897 -2.34095 2.13140
H -4.14127 -2.08506 1.79216
H -2.08598 0.67887 -0.26330
C 5.16293 -0.07250 1.56325
C -2.74961 5.24088 4.81417
C 6.91274 2.45450 1.47553
H -0.96043 6.45433 2.01136
H 6.25208 -0.29449 1.25611
H -6.54417 -1.85853 -1.50061
H 5.44227 -4.69404 -5.99585
H 6.81844 1.97712 2.51778
H 2.53510 -2.76565 3.96558
H -4.81825 -0.28747 4.45250
H -2.41028 -0.04868 -2.41085
H -2.00815 6.09565 4.99610
H 4.36514 -6.32598 -4.64501
H 2.53668 -6.04904 -7.82830
H 4.92880 -5.57196 -7.47413
H -0.22764 3.70679 -1.16544
O 2.33833 2.78648 1.81234
H -7.08471 -0.26163 -0.70250
H 4.49974 3.10500 -1.17294
C 2.20792 0.28057 2.38916
C -2.10702 3.81259 5.15500
C -4.21625 -0.95002 1.57406
H -3.92185 3.08814 7.53641
C 2.32411 -7.04040 -4.67081
H -0.20538 1.55637 0.80399
H -0.40402 5.09372 3.40114
C -4.23679 1.14698 -0.75565
H -3.63645 5.38121 5.54767
H 2.58038 -7.99305 -4.19541
C 4.33953 -1.31109 2.06642
C 4.67351 -4.78297 -6.76521
C -4.39025 0.65610 4.91858
H 1.11271 0.41210 2.68880
C -2.77944 1.59528 -0.16405
H -1.54161 3.94396 6.15855
H 1.97435 -4.13842 -4.80915
C 3.01563 -4.04063 -5.10889
C 2.83681 -1.13393 2.49457
C 5.44671 2.65371 -0.70662
H -2.39038 -5.35872 -1.61735
H 4.93493 3.57616 1.34256
H 0.98487 -1.89903 3.51193
H 6.31471 3.36047 -0.99177
C -0.92636 3.56197 -0.25849
O -1.06749 4.90845 0.26028
C 1.94134 -2.35044 3.06598
C 3.03079 1.52009 1.87814
H -5.14031 -0.54298 2.11904
H 0.70104 5.22758 1.77089
F -1.80531 2.44732 -2.28309
H -5.04523 1.75549 -0.19618
P -0.73002 5.01105 2.00043
C -3.39033 -3.36143 -1.03999
H 1.12024 -6.56766 -3.21724
H -2.74115 3.44489 2.29871
H 7.44360 1.68221 0.81269
H -2.82404 1.59855 3.40766
H 7.47416 3.45967 1.52942
H 3.69056 -4.10702 -4.25549
H 5.65663 1.62634 -1.17283
H -0.54529 -1.55194 -3.80041
H -2.93723 1.75362 0.95498
H 1.73189 -3.14969 2.27082
C 1.61258 2.78331 0.53977
H -1.33247 3.43740 4.40712
H -6.77256 -1.76308 0.39190
C -4.74397 1.19010 6.35562
H -4.17286 -3.76386 -0.31205
C 4.53470 1.36726 1.45854
H -4.32475 1.36965 -1.87439
```

Multiplicity ... 1
Frontier orbital gap ... 4.1516 eV

This record from the Open Molecules 2025 dataset describes 2 unconnected molecules or ions with the total composition C2H9N2O at a distorted geometry. The level of theory is the ωB97M-V functional and the def2-TZVPD basis.

```
14
C2H9N2O | the Open Molecules 2025 dataset | the ωB97M-V functional and the def2-TZVPD basis
N -2.42610 0.63579 0.71183
H -2.82897 1.20537 -0.01860
O 2.55201 0.44858 0.54074
H -3.16313 0.19000 1.24327
H 0.71914 -1.01705 -1.87922
H -0.42342 1.09787 -1.00204
H 3.43789 0.62168 0.18391
H 0.72863 -1.74966 -0.41207
H 1.46450 -0.28538 -0.57591
N 0.64139 -0.84644 -0.87781
H -1.24214 -1.02811 1.04110
C -1.39930 -0.21519 0.33485
H 2.51829 0.86852 1.40637
C -0.57879 0.07402 -0.69643
```

Multiplicity ... 1
Frontier orbital gap ... 9.9123 eV
Charge ... +1
Energy above the lowest of the compared OMol25 structures with the same formula, charge and spin ... 165.0 kJ/mol

This record from the Open Molecules 2025 dataset describes a single C4H9NO molecule. The level of theory is the ωB97M-V functional and the def2-TZVPD basis.

```
15
C4H9NO | the Open Molecules 2025 dataset | the ωB97M-V functional and the def2-TZVPD basis
H 1.99957 0.75082 -1.12785
H -2.80394 -0.54787 0.35715
H -2.76531 -0.60763 -1.42190
H 2.02960 -1.24275 0.85946
C -0.84225 -0.19534 -0.46945
O 2.06866 -0.17007 -0.84556
C 0.78007 0.48435 1.15451
C -2.36057 -0.10227 -0.53886
H 0.96418 1.01257 2.09723
H -2.66178 0.94992 -0.56645
H 2.89530 0.28673 1.01052
H -0.39037 0.22516 -1.37491
H -0.51250 -1.24308 -0.42896
C 2.00649 -0.18639 0.56403
N -0.40889 0.52888 0.72405
```

Multiplicity ... 1
Frontier orbital gap ... 10.0696 eV
SMILES ... CC/N=C\CO
Energy above the lowest of the compared OMol25 structures with the same formula, charge and spin ... 180.7 kJ/mol

This record from the Open Molecules 2025 dataset describes a single C6H10 molecule at a distorted geometry. The level of theory is the ωB97M-V functional and the def2-TZVPD basis.

```
16
C6H10 | the Open Molecules 2025 dataset | the ωB97M-V functional and the def2-TZVPD basis
H -0.00424 2.28149 -0.69881
C 1.41268 0.81283 -0.21306
C 0.06969 1.24212 -0.35267
H -0.26023 -2.29244 -0.43369
C -1.15848 0.82894 0.40342
H -1.38807 1.54486 1.21077
H -0.20705 -0.71825 1.57485
H -2.02188 0.87101 -0.28034
C -0.63101 -1.26725 -0.44496
C -1.00807 -0.61034 0.83580
H 2.91086 -0.70753 -0.07672
H 1.41915 -1.10550 -1.11582
C 1.92278 -0.42615 -0.44333
H -1.93090 -1.00486 1.29261
H 2.14152 1.59313 0.04385
H -1.26675 -1.04207 -1.30189
```

Multiplicity ... 1
Frontier orbital gap (spin up / spin down) ... 8.2173 / 8.0929 eV
Energy above the lowest of the compared OMol25 structures with the same formula, charge and spin ... 415.7 kJ/mol

This record from the Open Molecules 2025 dataset describes a single C5H10O2 molecule. The level of theory is the ωB97M-V functional and the def2-TZVPD basis.

```
17
C5H10O2 | the Open Molecules 2025 dataset | the ωB97M-V functional and the def2-TZVPD basis
O 2.14029 -0.63505 1.28561
H 0.53531 -1.30850 -1.48432
C -0.85335 1.08056 0.71195
H -0.82067 2.17528 0.63901
O -2.19704 0.59006 0.75994
H 2.07449 0.72306 -0.29585
H 0.21421 -1.53127 0.23706
C 0.50066 -0.78900 -0.51779
H -0.38164 0.96813 -1.44549
C 1.90490 -0.34387 -0.08672
C -2.01402 -0.15530 -0.45221
H 1.89577 0.12789 1.81974
H -2.70684 0.16730 -1.23916
C -0.55260 0.30984 -0.58592
H -2.13296 -1.23533 -0.28985
H 2.66286 -0.90481 -0.64262
H -0.26939 0.76100 1.58661
```

Multiplicity ... 1
Frontier orbital gap ... 10.5984 eV
SMILES ... OCCC1COC1
Energy above the lowest of the compared OMol25 structures with the same formula, charge and spin ... 241.1 kJ/mol

This record from the Open Molecules 2025 dataset describes 3 unconnected molecules or ions with the total composition C18H33IO13S2. The level of theory is the ωB97M-V functional and the def2-TZVPD basis.

```
67
C18H33IO13S2 | the Open Molecules 2025 dataset | the ωB97M-V functional and the def2-TZVPD basis
O -1.87267 -3.31378 -1.01149
H -3.16685 0.23698 -2.91479
O -5.28262 1.17801 4.18397
H 5.31794 1.82049 -0.27585
H 4.59451 -0.19213 0.48672
H 6.04215 -2.98299 2.90348
C -3.54647 -0.77024 -2.77866
I -5.15702 1.50789 1.27950
O -3.33539 -4.01344 -2.86916
H -3.15490 -0.38269 4.00095
S -2.88536 -3.02102 -1.96182
C 1.97051 -0.82410 0.95814
O 7.33599 -1.47603 2.38202
C 6.05669 -2.06167 2.31816
H 1.09872 -1.10732 -0.98136
H 5.27957 -1.40552 2.71421
S -7.10524 1.33622 -3.88550
H -5.24886 -0.64782 -1.42733
H 2.03537 1.31427 1.09178
H 7.56976 2.92884 1.13398
H 2.47805 0.68989 -0.51056
H -2.65009 1.29970 4.21046
H 1.63423 -0.77780 1.99406
O -6.97231 0.97027 -5.43305
H -8.04291 -0.19833 -6.76007
H 8.44358 0.82852 1.11654
C -0.53388 -0.60783 0.34736
C -4.21416 -0.96986 -1.43607
H 0.68440 -2.35338 0.18922
C 7.37901 -0.09998 2.68960
H -4.21252 -1.02391 -3.60304
C 5.51562 2.60298 1.74288
H 8.32397 0.05103 3.21613
O -4.15510 -2.39691 -1.22781
C 4.04794 0.62178 0.96745
O -5.91218 0.96738 -3.20707
H 5.44958 3.68788 1.62711
O -0.55829 -0.03704 3.48427
O -2.38236 0.53995 2.29886
C 7.00598 2.25021 1.77281
C 4.69784 1.97690 0.60720
H -9.23436 -1.22891 -4.54329
H 7.36616 2.44009 2.79038
O -2.45371 -1.71015 -2.76368
C 0.81772 -1.28095 0.05689
C -3.10319 0.59244 3.51576
H -7.03321 -1.08815 -5.59270
O -7.63182 2.64429 -3.77233
C 2.57796 0.52762 0.56527
H 4.10630 0.44940 2.04513
H 3.88841 2.65647 0.33810
H -9.63661 0.44099 -5.01872
C -1.06531 0.28543 2.44507
O -0.42021 0.49022 1.29349
H -1.23364 -1.34487 0.73596
C 7.40461 0.80579 1.45207
C -8.83298 -0.23699 -4.72672
H -0.97369 -0.20603 -0.56403
H -3.66396 -0.47299 -0.63805
H 5.79256 -2.32371 1.28970
C -4.51913 1.05353 3.28802
H 6.58332 0.18979 3.38512
O -8.22467 0.25854 -3.52302
C -7.69818 -0.23391 -5.73100
H 2.74382 -1.59530 0.91226
H 6.84115 0.36038 0.63234
H 5.03048 2.38165 2.69480
```

Multiplicity ... 1
Frontier orbital gap ... 9.5670 eV
SMILES ... COCCCCCCCCCCOC(=O)OCC(=O)I.O=S1(=O)OCCO1.O=S1(=O)OCCO1
Energy above the lowest of the compared OMol25 structures with the same formula, charge and spin ... 0.0 kJ/mol

Number 1: energy -881.466790 a.u.. Number 2: energy -696.847646 a.u.. Number 3: energy -2686.805807 a.u.. Number 4: energy -266.088815 a.u.. Number 5: energy -287.763640 a.u.. Number 6: energy -234.444176 a.u.. Number 7: energy -346.933605 a.u.. Number 8: energy -2777.774490 a.u..